No. 1
This record from OMol25 describes a structure of composition C31H39CuN5S at a distorted geometry. The level of theory is wB97M-V/def2-TZVPD.

Structure (XYZ):
```
77
Properties=species:S:1:pos:R:3:lowdin_spin:R:1
Cu 0.4489 -0.2493 0.1900 0.01
N 0.8734 -2.8058 3.6908 0.00
N -0.2863 -2.8237 -1.6730 0.00
C 1.1436 1.8182 0.0720 0.01
C 2.2319 0.9403 0.3893 0.02
C 2.0893 0.5924 1.7778 0.02
C 3.0268 -0.2708 2.5819 0.41
H 3.8258 -0.6714 1.9731 0.02
H 2.3828 -1.2810 2.9353 0.09
H 3.3578 0.2161 3.4843 0.06
C 0.9597 1.2795 2.3053 0.02
C 0.5221 1.1745 3.7219 0.00
H 1.2844 1.6566 4.3553 0.00
H 0.4050 0.1362 4.0751 0.00
H -0.4232 1.7073 3.8884 0.00
C 0.3726 2.0203 1.2743 0.01
C -0.7687 2.9563 1.4237 0.00
H -1.5529 2.5397 2.0708 0.00
H -1.2230 3.2014 0.4563 0.00
H -0.4263 3.8983 1.8849 0.00
C 3.3642 0.5780 -0.5132 0.01
H 4.2003 1.2953 -0.4298 0.00
H 3.0349 0.5852 -1.5599 0.00
H 3.7567 -0.4214 -0.2827 0.00
C 0.9986 2.5845 -1.1921 0.00
H -0.0590 2.8129 -1.3793 0.00
H 1.3713 1.9971 -2.0399 0.00
H 1.5573 3.5379 -1.1741 0.00
C 0.2003 -3.6559 4.4020 -0.01
H 0.5890 -3.7463 5.4350 0.00
C -0.8963 -4.3497 3.9011 -0.03
H -1.4374 -5.0007 4.5910 0.00
C -1.2253 -4.2083 2.5367 -0.01
H -2.0381 -4.8869 2.1211 0.00
C -0.5269 -3.2373 1.7690 -0.01
H -0.6951 -3.1881 0.6758 0.00
C 0.4759 -2.4258 2.4861 0.02
C 1.6163 -1.5534 2.1198 0.35
H 1.8872 -2.0570 1.1507 0.01
C 0.0688 -1.4481 -1.5203 0.00
C 0.7616 -3.2414 -2.5046 0.00
H 1.3689 -4.1325 -2.2973 0.00
C 0.7295 -2.3428 -3.5205 0.00
H 0.8577 -2.5088 -4.5547 0.00
N 0.2452 -1.1194 -2.9086 0.00
C 0.0809 0.0787 -3.5690 0.00
C 1.0718 0.3886 -4.5356 0.00
C 0.8991 1.5186 -5.3572 0.00
H 1.6762 1.7770 -6.1142 0.00
C -0.2383 2.3265 -5.2218 0.00
C -0.3904 3.5094 -6.1416 0.00
H -0.9084 4.3324 -5.6337 0.00
H -0.9697 3.2230 -7.0323 0.00
H 0.6039 3.8379 -6.4683 0.00
C -1.2367 1.9932 -4.2869 0.00
H -2.1619 2.6180 -4.2144 0.00
C -1.0745 0.8655 -3.4552 0.00
C -2.1064 0.4669 -2.4408 0.00
H -2.2999 -0.6084 -2.4707 0.00
H -3.0559 0.9860 -2.6177 0.00
H -1.7989 0.6965 -1.4064 0.00
C 2.3333 -0.4062 -4.5883 0.00
H 2.1901 -1.4475 -4.8879 0.00
H 2.8561 -0.4095 -3.6227 0.00
H 3.0170 0.0159 -5.3321 0.00
S -1.6883 -0.8349 1.0092 0.00
C -2.4065 -0.3092 2.4594 0.00
N -2.0336 -0.7363 3.6971 0.00
C -2.9907 -0.3987 4.7218 0.00
C -4.0073 0.4583 3.9701 0.00
N -3.4618 0.4590 2.6303 0.00
H -1.2646 -1.4272 3.8332 0.00
H -2.5017 0.1487 5.5391 0.00
H -3.4526 -1.3083 5.1307 0.00
H -4.0717 1.4673 4.4061 0.00
H -5.0097 0.0078 4.0035 0.00
H -4.0484 0.8088 1.8078 0.00
```

Properties
Expectation value of S²: 0.80
LUMO level (alpha / beta) in eV: 4.4 / 4.4
Charge: -2
Spin multiplicity: 2
Gap between HOMO and LUMO (alpha / beta) in eV: 2.687 / 2.465

=====

No. 2
This record from OMol25 describes a structure of composition C31H39MgN3O at a distorted geometry. The level of theory is wB97M-V/def2-TZVPD.

Structure (XYZ):
```
75
Properties=species:S:1:pos:R:3:lowdin_charge:R:1
Mg 0.1439 -0.1336 0.8291 0.58
N 0.9146 -3.1790 3.2631 0.03
N 0.1966 -2.2102 -0.9487 -0.02
C 1.0500 2.0187 0.2560 -0.29
C 2.1305 1.1287 0.5575 -0.29
C 2.0287 0.7726 1.9366 -0.31
C 2.9317 -0.1256 2.7021 -0.10
H 3.8049 -0.3988 2.1066 0.06
H 2.4187 -1.0844 2.9772 0.04
H 3.2534 0.3596 3.6233 0.06
C 0.8997 1.4522 2.4935 -0.28
C 0.5571 1.5017 3.9331 -0.06
H 1.1102 2.3225 4.4181 0.07
H 0.8366 0.5728 4.4460 0.07
H -0.5124 1.6828 4.0923 0.06
C 0.2814 2.2053 1.4440 -0.29
C -0.8699 3.1256 1.6106 -0.06
H -1.6502 2.6766 2.2416 0.07
H -1.3233 3.3753 0.6436 0.06
H -0.5617 4.0692 2.0860 0.07
C 3.2478 0.7668 -0.3557 -0.06
H 4.0851 1.4724 -0.2353 0.07
H 2.9344 0.8012 -1.4071 0.05
H 3.6280 -0.2412 -0.1427 0.07
C 0.8627 2.7533 -1.0228 -0.05
H -0.1993 2.9580 -1.2096 0.06
H 1.2371 2.1646 -1.8703 0.06
H 1.3983 3.7164 -1.0240 0.07
C 0.1963 -3.8286 4.1823 -0.18
H 0.7080 -3.8507 5.1507 0.08
C -1.0565 -4.4112 3.8327 -0.16
H -1.5279 -4.9469 4.6525 0.06
C -1.5775 -4.3050 2.5305 -0.13
H -2.5568 -4.7971 2.3241 0.09
C -0.8272 -3.5729 1.5709 -0.02
H -1.2337 -3.4537 0.5698 0.07
C 0.4048 -2.8934 2.0696 -0.37
C 1.2601 -1.7745 1.7754 -0.10
H 2.0857 -2.2917 1.1093 0.09
C -0.0472 -1.0333 -1.3303 -0.21
C 0.7214 -2.9702 -1.9083 -0.14
H 1.1492 -3.8822 -1.5650 0.07
C 0.5272 -2.2454 -3.1360 -0.14
H 0.6523 -2.6715 -4.1568 0.10
N 0.0219 -1.0988 -2.6878 -0.08
C -0.1412 0.1106 -3.4549 -0.10
C 0.8754 0.4370 -4.3409 -0.23
C 0.6769 1.5288 -5.1245 -0.04
H 1.4646 1.7840 -5.8710 0.12
C -0.4863 2.3168 -5.0049 -0.28
C -0.7033 3.4755 -5.9193 -0.08
H -1.2447 4.2668 -5.3902 0.07
H -1.2921 3.1806 -6.7985 0.07
H 0.2640 3.8549 -6.2634 0.07
C -1.4431 1.9960 -4.0175 -0.03
H -2.3561 2.6219 -3.8973 0.12
C -1.2872 0.9152 -3.1990 -0.21
C -2.2857 0.5627 -2.1397 -0.05
H -2.5791 -0.4930 -2.1051 0.09
H -3.1945 1.1405 -2.3649 0.07
H -1.9738 0.8615 -1.1244 0.07
C 2.1496 -0.3618 -4.3813 -0.05
H 2.0194 -1.3847 -4.7608 0.06
H 2.6953 -0.4127 -3.4228 0.09
H 2.7936 0.1598 -5.0854 0.06
C -1.8916 -0.8481 4.1394 -0.09
C -2.3490 -0.5796 2.7507 -0.61
C -3.8268 -0.6342 2.5484 -0.10
O -1.6127 -0.3039 1.7908 -0.14
H -2.3557 -1.7827 4.4909 0.05
H -2.2613 -0.0455 4.8021 0.05
H -0.8022 -0.9319 4.2249 0.06
H -4.2181 0.3738 2.3426 0.04
H -4.0618 -1.2855 1.6957 0.06
H -4.3072 -1.0194 3.4520 0.05
```

Properties
Energy relative to the best compared isomer or geometry (same formula, charge and spin) in kJ/mol: 282.3
LUMO level (alpha / beta) in eV: 4.3 / 4.3
Charge: -2
Gap between HOMO and LUMO (alpha / beta) in eV: 2.198 / 3.861

=====

No. 3
This record from OMol25 describes a structure of composition C31H39N5O2P2Pt at a distorted geometry. The level of theory is wB97M-V/def2-TZVPD.

Structure (XYZ):
```
80
Properties=species:S:1:pos:R:3:lowdin_spin:R:1
Pt -0.3532 -2.2183 0.9146 0.16
C -1.0559 2.8903 3.9618 0.00
C -1.4630 2.3796 2.7812 0.00
C -0.7033 2.3276 1.4688 0.00
C 0.6143 1.5291 1.4042 0.00
C 1.9401 2.0198 1.9223 0.00
C 2.1308 3.0109 2.7824 0.00
C 1.1866 4.1236 3.0740 0.00
C 0.1661 3.7545 4.1835 0.00
C 1.1769 -2.9453 1.9504 0.06
H -1.4726 2.5068 4.8705 0.00
H -2.4114 1.8368 2.7838 0.00
H -0.5767 3.3302 1.0516 0.00
H -1.3626 1.7854 0.7758 0.00
H 0.4781 0.5246 1.8656 0.00
H 0.7763 1.1920 0.3776 0.00
H 2.8062 1.3978 1.6061 0.00
H 3.0869 3.0369 3.3253 0.00
H 0.7293 4.5551 2.1952 0.00
H 1.8042 4.8761 3.5639 0.00
H 0.7053 3.3105 5.0369 0.00
H -0.2537 4.7166 4.5427 0.00
H 1.5533 -1.9191 2.1532 0.00
H 1.5880 -3.3663 1.0448 0.02
H 1.0844 -3.6319 2.7875 0.00
P 1.4793 -1.4928 -0.9111 0.35
P -2.0814 -0.5760 -1.0471 0.02
N 2.9233 -0.1902 -1.4828 0.13
N 2.1102 -2.5497 -2.2774 0.01
N -2.0741 1.0726 -1.9585 0.00
N -3.5654 -0.9758 -2.0795 0.00
C 0.4180 -0.5922 -2.0661 0.01
C -0.9011 -1.3725 -2.1755 0.05
C 4.0787 0.0002 -0.7459 0.33
C 4.9825 0.7999 -1.4698 0.15
C 4.3547 1.1067 -2.7148 0.12
C 3.1050 0.4682 -2.6805 0.34
C 2.6145 -3.8098 -1.9999 0.02
C 3.0550 -4.3971 -3.1835 0.00
C 2.8537 -3.4468 -4.2374 0.02
C 2.2923 -2.3185 -3.6508 0.01
C -2.5093 2.2890 -1.4284 0.00
C -2.2518 3.2881 -2.3465 0.00
C -1.6919 2.6903 -3.5044 0.00
C -1.6065 1.3326 -3.2466 0.00
C -4.3229 -0.3046 -3.0541 0.00
C -5.1497 -1.2192 -3.7051 0.00
C -4.9000 -2.5000 -3.1050 0.00
C -3.9237 -2.3238 -2.1448 0.00
H 0.7897 -0.5230 -3.0966 0.00
H 0.2905 0.4367 -1.6892 0.00
H -1.2788 -1.3908 -3.2106 0.00
H -0.8104 -2.4235 -1.8440 0.03
H 4.1713 -0.4573 0.2214 0.02
H 5.9686 1.1003 -1.1570 0.00
H 4.7400 1.6769 -3.5429 0.00
H 2.3684 0.5025 -3.4819 0.01
H 2.6185 -4.1704 -0.9819 0.00
H 3.4922 -5.3816 -3.2951 0.00
H 3.0933 -3.5545 -5.2881 0.00
H 2.0373 -1.3938 -4.1494 0.00
H -2.9888 2.3204 -0.4657 0.00
H -2.4578 4.3262 -2.2033 0.00
H -1.4158 3.1706 -4.4243 0.00
H -1.2112 0.5621 -3.8898 0.00
H -4.2097 0.7531 -3.1953 0.00
H -5.8291 -0.9914 -4.5005 0.00
H -5.3778 -3.4313 -3.3607 0.00
H -3.4615 -3.0266 -1.4678 0.00
O 1.2002 -0.3132 3.8432 0.00
C 0.1804 -0.9370 4.0213 0.00
C -0.6973 -0.7548 5.2913 0.00
C -1.9568 -1.4741 4.9357 0.00
C -1.6916 -2.1441 3.5696 0.00
O -2.4980 -2.8113 2.9043 0.00
N -0.4444 -1.8379 3.1451 0.08
H -0.2298 -1.1670 6.1895 0.00
H -0.8407 0.3244 5.4754 0.00
H -2.2486 -2.2284 5.6787 0.00
H -2.7665 -0.7627 4.7604 0.00
```

Properties
Expectation value of S²: 2.03
Energy relative to the best compared isomer or geometry (same formula, charge and spin) in kJ/mol: 234.1
LUMO level (alpha / beta) in eV: 0.1 / -3.8
Spin multiplicity: 3
Gap between HOMO and LUMO (alpha / beta) in eV: 6.826 / 4.205

=====

No. 4
This record from OMol25 describes a structure of composition C31H40AsClN4O8SSi2Ti. The level of theory is wB97M-V/def2-TZVPD.

Structure (XYZ):
```
89
Properties=species:S:1:pos:R:3:lowdin_charge:R:1
Ti -1.6714 -0.8078 -0.5731 0.66
O -0.4220 4.5302 0.1071 0.10
C -0.9025 3.4166 0.1321 -0.40
O -0.2518 2.3953 0.7665 -0.03
C -2.2149 3.0890 -0.4702 -0.06
C -2.9683 4.1353 -1.0251 0.03
C -4.1357 3.7876 -1.6818 -0.17
C -4.5139 2.4815 -1.9612 0.07
C -3.6567 1.4280 -1.5737 -0.15
C -2.6454 1.7709 -0.6030 -0.23
O -2.1054 0.8185 0.1597 -0.23
N -3.8538 0.1902 -2.0221 -0.31
O -2.7025 -0.6652 -2.0120 -0.23
O -4.8296 -0.1986 -2.7728 -0.16
N -5.0066 4.8681 -2.1570 -0.36
O -4.6871 6.0233 -1.9194 0.03
O -6.0365 4.5772 -2.7405 0.04
H -2.6450 5.1562 -0.9228 0.11
H -5.4050 2.2436 -2.5198 0.11
C -2.9229 -4.6457 -1.4400 -0.23
Si -1.0446 -4.6085 -1.3527 0.19
C -0.5386 -6.2864 -0.6430 -0.24
C -0.4999 -4.5615 -3.1611 -0.23
As -0.1467 -2.8955 -0.0226 0.73
Si 1.9785 -2.7860 -1.0157 0.19
C 2.7383 -4.5265 -1.0190 -0.26
C 3.1269 -1.7540 0.0722 -0.23
C 2.1239 -2.1567 -2.7895 -0.24
H -3.2215 -5.4628 -2.1046 0.03
H -3.3307 -3.7198 -1.8435 0.03
H -3.3781 -4.8385 -0.4679 0.01
H -0.8564 -7.1069 -1.2930 0.02
H -1.0059 -6.4282 0.3336 0.02
H 0.5414 -6.3506 -0.5081 0.00
H -0.9539 -5.3950 -3.7065 0.02
H 0.5798 -4.6299 -3.2835 0.00
H -0.8406 -3.6357 -3.6273 0.03
H 2.6630 -4.9884 -0.0330 0.02
H 3.8000 -4.4464 -1.2724 0.02
H 2.2742 -5.1905 -1.7473 0.00
H 4.0635 -2.2931 0.2389 0.02
H 2.7012 -1.5347 1.0516 0.00
H 3.3608 -0.8035 -0.4103 0.01
H 2.9988 -2.5990 -3.2775 0.02
H 2.2336 -1.0743 -2.7855 -0.02
H 1.2462 -2.4026 -3.3852 0.00
C 4.5752 2.8073 -1.5273 -0.12
C 3.4339 3.7975 -1.7253 -0.25
C 2.0632 3.1381 -1.5988 -0.26
N 1.8801 2.6973 -0.2199 0.01
C 0.8950 1.7158 0.1482 -0.76
S 0.4755 0.6008 -1.2280 0.67
N 1.3702 0.8738 1.2460 0.12
C 1.8675 1.2365 2.4518 -0.44
O 1.9861 0.4359 3.3665 0.06
C 2.3595 2.6474 2.6329 -0.15
C 1.5034 3.6640 3.0309 -0.03
C 1.9931 4.9498 3.2159 -0.08
C 3.3372 5.2207 3.0092 -0.11
C 4.1961 4.1997 2.6201 -0.09
C 3.7081 2.9172 2.4335 -0.04
H 5.5469 3.3056 -1.5393 0.06
H 4.5694 2.0503 -2.3145 0.07
H 4.4575 2.2929 -0.5741 0.05
H 3.5059 4.2672 -2.7113 0.10
H 3.5114 4.6051 -0.9888 0.10
H 2.0085 2.2727 -2.2563 0.06
H 1.2828 3.8420 -1.9163 0.11
H 1.7334 3.5143 0.3629 0.10
H 1.0057 -0.0713 1.2217 0.09
H 0.4507 3.4542 3.1586 0.12
H 1.3161 5.7440 3.5031 0.10
H 3.7152 6.2270 3.1414 0.09
H 5.2451 4.4066 2.4495 0.09
H 4.3652 2.1203 2.1112 0.12
Cl -1.4932 -2.7679 6.3770 0.59
C -1.9682 -2.4916 4.7119 -0.68
C -2.1732 -1.1985 4.2633 -0.11
C -2.5628 -0.9907 2.9502 -0.04
C -2.7460 -2.0586 2.0602 -0.34
C -3.1202 -1.8112 0.6558 -0.24
C -2.5150 -3.3471 2.5505 -0.08
C -2.1330 -3.5704 3.8632 -0.12
H -2.0211 -0.3635 4.9335 0.10
H -2.7116 0.0209 2.5881 0.11
H -3.8665 -1.0150 0.5735 0.07
H -3.4980 -2.6913 0.1435 0.03
H -2.6287 -4.1927 1.8824 0.09
H -1.9563 -4.5743 4.2254 0.10
```

Properties
Energy relative to the best compared isomer or geometry (same formula, charge and spin) in kJ/mol: 0.0
LUMO level in eV: 4.2
Charge: -2
Gap between HOMO and LUMO in eV: 5.200